Density functional theory data (ωB97M-V with the def2-TZVPD basis set) for a cluster of 10 separate species, C27H47I2N11O2 in total in a non-equilibrium geometry.

As for the structure (SMILES): CO[C@](C[C@H](O)CN)(C[C@H](C)I)[C@H](N)I.CC#N.CC#N.CC#N.CC#N.CC#N.CC#N.CC#N.CC#N.CC#N. The calculation puts the total energy at -65440.7435 eV. As for the LUMO energy: 0.24 eV.

Last column: Mulliken charge in e.
Cartesian coordinates (Å):
C 0.364 0.858 -0.601  -0.126
O 0.673 1.922 0.335  -0.117
C 2.026 2.430 0.223  1.590
C 1.978 3.925 0.904  -1.629
C 1.477 3.914 2.439  -0.173
C -0.140 3.926 2.622  -0.542
I 2.157 5.859 3.284  -0.035
C 3.138 1.605 1.076  -0.455
C 2.574 0.310 1.850  0.720
O 1.667 0.595 2.947  -0.542
C 3.865 -0.497 2.472  -0.873
N 4.603 -1.299 1.430  -0.503
C 2.602 2.573 -1.280  -0.782
N 3.942 3.218 -1.399  -0.445
I 1.265 3.774 -2.592  0.008
H 1.248 0.191 -0.907  0.268
H -0.421 0.160 -0.087  -0.071
H -0.204 1.311 -1.517  -0.165
H 1.233 4.612 0.322  0.219
H 2.997 4.459 0.884  0.634
H 2.015 3.124 3.086  0.354
H -0.496 4.806 3.284  0.181
H -0.541 2.916 3.050  0.112
H -0.594 4.094 1.578  0.214
H 3.668 2.280 1.871  0.275
H 4.010 1.221 0.398  -0.495
H 2.032 -0.445 1.151  0.086
H 0.969 -0.104 3.021  0.236
H 4.613 0.310 2.866  0.250
H 3.516 -1.141 3.372  0.271
H 3.939 -1.768 0.786  0.237
H 5.307 -0.733 0.928  0.249
H 2.701 1.556 -1.847  0.539
H 3.977 4.170 -1.008  0.297
H 4.716 2.613 -1.081  0.208
C -3.771 -0.782 0.008  -0.678
C -2.947 -1.337 -1.124  0.499
N -2.281 -1.786 -2.038  -0.568
H -4.290 -1.593 0.522  0.343
H -3.123 -0.265 0.719  0.268
H -4.507 -0.075 -0.380  0.179
C -2.332 8.073 3.963  -0.737
C -2.161 7.497 2.582  0.362
N -2.027 7.034 1.464  -0.419
H -1.568 8.831 4.147  0.255
H -3.319 8.531 4.056  0.298
H -2.235 7.282 4.710  0.262
C -1.422 -3.014 2.008  -0.413
C -0.591 -2.262 3.017  0.414
N 0.079 -1.655 3.831  -0.607
H -2.293 -2.419 1.727  -0.080
H -0.827 -3.219 1.116  0.300
H -1.759 -3.960 2.437  0.401
C -3.930 -5.775 -2.973  -0.462
C -3.855 -5.081 -1.637  0.369
N -3.795 -4.521 -0.560  -0.462
H -3.503 -5.135 -3.748  0.270
H -3.371 -6.713 -2.937  0.036
H -4.971 -5.990 -3.222  0.270
C -4.986 -10.263 -2.396  -0.709
C -3.761 -9.508 -2.846  0.410
N -2.773 -8.899 -3.208  -0.506
H -5.605 -9.624 -1.764  0.262
H -5.568 -10.577 -3.265  0.264
H -4.689 -11.147 -1.828  0.272
C -2.316 2.736 -3.161  -0.264
C -3.453 2.331 -2.260  0.445
N -4.370 2.007 -1.530  -0.597
H -1.412 2.885 -2.568  -0.381
H -2.130 1.954 -3.901  0.304
H -2.564 3.665 -3.679  0.373
C -7.621 1.711 -1.795  -0.372
C -8.520 0.869 -2.664  0.276
N -9.245 0.190 -3.365  -0.420
H -7.763 1.445 -0.745  0.244
H -6.577 1.543 -2.066  0.026
H -7.858 2.769 -1.930  0.275
C 6.377 0.177 -3.767  -0.863
C 6.194 0.600 -2.333  0.529
N 6.047 0.941 -1.175  -0.590
H 7.432 0.241 -4.041  0.310
H 6.037 -0.853 -3.896  0.279
H 5.798 0.830 -4.423  0.276
C 6.581 -3.919 2.561  -0.262
C 7.415 -4.449 1.423  0.294
N 8.088 -4.876 0.505  -0.422
H 6.038 -4.739 3.037  0.267
H 7.223 -3.439 3.302  0.250
H 5.862 -3.187 2.184  -0.065